No. 1
ORCA calculation (ωB97M-V with the def2-TZVPD basis set) on C29H64InN8SSbSi3 as an isolated structure.

The geometry in XYZ format:
```
107
C29H64InN8SSbSi3 ωB97M-V with the def2-TZVPD basis set
In 0.175 -0.010 0.247
C -3.781 0.500 -0.126
C -2.737 1.599 -0.020
N -1.658 1.330 0.965
C -1.135 2.585 1.544
C -0.276 3.308 0.527
N 0.817 2.409 0.141
C 1.690 2.917 -0.931
C 1.004 3.092 -2.283
C -0.059 2.063 -2.644
N 0.280 0.665 -2.307
C -0.474 -0.265 -3.160
C -1.913 -0.351 -2.694
N -1.954 -0.808 -1.299
C -3.322 -0.833 -0.752
H -4.604 0.915 -0.708
H -4.198 0.310 0.868
H -3.249 2.521 0.272
H -2.280 1.776 -0.988
H -2.080 0.811 1.726
H -0.520 2.319 2.405
H -1.945 3.228 1.898
H 0.092 4.251 0.947
H -0.859 3.560 -0.358
H 1.411 2.295 0.963
H 2.505 2.202 -1.027
H 2.131 3.873 -0.630
H 1.791 3.084 -3.040
H 0.537 4.076 -2.356
H -0.251 2.144 -3.719
H -0.997 2.316 -2.155
H 1.273 0.525 -2.477
H -0.007 -1.249 -3.101
H -0.453 0.053 -4.208
H -2.466 -1.032 -3.350
H -2.406 0.620 -2.767
H -1.617 -1.763 -1.306
H -3.365 -1.623 -0.006
H -4.028 -1.121 -1.537
C 3.140 -1.832 -4.902
C 3.440 -2.526 -3.582
N 3.447 -1.581 -2.467
C 2.526 -1.515 -1.496
S 2.724 -0.253 -0.310
N 1.561 -2.403 -1.487
N 0.610 -2.234 -0.530
C 0.022 -3.297 -0.104
C 0.409 -4.676 -0.535
C -1.089 -3.134 0.861
C -1.917 -4.211 1.164
C -2.964 -4.039 2.054
C -3.131 -2.800 2.644
C -2.248 -1.793 2.301
N -1.266 -1.930 1.415
H 3.130 -2.557 -5.715
H 2.164 -1.343 -4.869
H 3.895 -1.079 -5.133
H 2.694 -3.284 -3.362
H 4.413 -3.018 -3.620
H 4.187 -0.899 -2.428
H 1.354 -4.648 -1.066
H 0.497 -5.335 0.329
H -0.346 -5.099 -1.203
H -1.752 -5.171 0.697
H -3.624 -4.863 2.290
H -3.912 -2.615 3.369
H -2.323 -0.837 2.795
C 3.673 -1.836 5.065
Si 3.413 -1.491 3.250
C 2.801 -3.022 2.375
C 4.961 -0.721 2.555
Sb 1.424 0.198 3.061
Si 0.073 -0.332 5.222
C -1.463 0.762 5.199
C 1.002 0.097 6.781
C -0.242 -2.182 5.199
Si 2.565 2.460 3.643
C 3.521 3.004 2.118
C 1.278 3.723 4.160
C 3.753 2.123 5.043
H 4.550 -2.481 5.178
H 2.826 -2.362 5.507
H 3.857 -0.927 5.637
H 3.561 -3.807 2.395
H 2.559 -2.811 1.333
H 1.910 -3.408 2.876
H 5.791 -1.423 2.670
H 5.221 0.180 3.113
H 4.877 -0.470 1.500
H -1.227 1.707 5.692
H -2.281 0.304 5.761
H -1.830 1.005 4.202
H 1.281 1.149 6.824
H 1.895 -0.508 6.922
H 0.337 -0.091 7.630
H -0.230 -2.609 4.200
H -1.198 -2.429 5.666
H 0.540 -2.677 5.779
H 2.968 3.724 1.508
H 3.809 2.160 1.487
H 4.442 3.501 2.432
H 0.913 4.324 3.325
H 1.734 4.410 4.877
H 0.419 3.264 4.653
H 4.603 1.527 4.710
H 3.280 1.603 5.875
H 4.143 3.072 5.421
```

The relative energy (zero: lowest compared OMol25 entry of this formula, charge and spin) is 0.000 eV. The net charge is +2. The frontier orbital gap is 7.63 eV. The HOMO energy is -12.955 eV. The max |F| comes out at 0.53 eV/A. The value obtained for the LUMO energy is -5.3 eV.

Atom charges from the Mulliken analysis, given in e for atoms 1 to 6: 2.342, -1.014, -0.090, 0.307, -0.906, -0.737

***

No. 2
ORCA calculation (ωB97M-V with the def2-TZVPD basis set) on C29H64N8O3P2SSi as an isolated structure at a distorted geometry.

The geometry in XYZ format:
```
108
C29H64N8O3P2SSi ωB97M-V with the def2-TZVPD basis set
C 2.625 -3.374 4.689
O 3.175 -2.363 3.864
C 4.296 -2.769 3.095
C 4.263 -2.028 1.748
C 3.820 -0.564 1.894
C 4.716 0.243 2.850
C 4.034 1.536 3.325
C 2.818 1.206 4.223
C 1.459 1.672 3.644
C 0.328 0.808 4.217
C -0.801 0.467 3.380
C -1.811 -0.332 3.841
Si -3.218 -0.763 2.639
C -2.387 -1.118 0.969
C -4.045 -2.376 3.165
C -4.522 0.568 2.457
C -1.755 -0.826 5.180
N -2.626 -1.611 5.835
S -2.016 -1.874 7.292
N -0.631 -1.009 7.247
C -0.643 -0.493 6.016
C 0.395 0.337 5.491
H 2.612 -3.063 5.741
H 1.584 -3.538 4.389
H 3.167 -4.324 4.647
H 4.360 -3.850 2.933
H 5.206 -2.448 3.627
H 5.244 -2.087 1.264
H 3.566 -2.584 1.109
H 3.948 -0.118 0.899
H 2.753 -0.513 2.123
H 5.041 -0.357 3.703
H 5.595 0.563 2.275
H 3.819 2.222 2.501
H 4.774 2.034 3.966
H 2.912 1.648 5.218
H 2.759 0.116 4.288
H 1.240 2.714 3.897
H 1.459 1.538 2.557
H -0.807 0.847 2.363
H -3.082 -1.501 0.224
H -1.901 -0.188 0.652
H -1.567 -1.815 1.176
H -4.652 -2.196 4.056
H -4.643 -2.814 2.364
H -3.249 -3.067 3.467
H -5.203 0.223 1.665
H -5.155 0.692 3.342
H -4.141 1.535 2.114
H 1.229 0.547 6.150
O 5.160 0.232 -1.737
P 5.899 -0.485 -2.856
N 7.437 -0.248 -2.088
C 8.691 0.041 -2.742
C 7.658 -1.136 -0.956
N 5.572 0.715 -4.075
C 6.177 2.036 -3.948
C 4.139 0.855 -4.323
N 6.724 -1.545 -4.062
C 7.129 -1.075 -5.376
C 6.028 -2.839 -4.217
H 9.137 -0.841 -3.228
H 9.408 0.410 -2.005
H 8.600 0.830 -3.485
H 7.953 -2.146 -1.285
H 6.751 -1.228 -0.356
H 8.436 -0.742 -0.299
H 6.103 2.447 -2.936
H 5.700 2.736 -4.637
H 7.226 2.016 -4.247
H 3.636 1.439 -3.545
H 3.659 -0.128 -4.363
H 3.970 1.333 -5.291
H 6.287 -0.878 -6.045
H 7.756 -1.847 -5.834
H 7.741 -0.179 -5.314
H 5.069 -2.727 -4.738
H 5.829 -3.277 -3.234
H 6.645 -3.549 -4.770
O -6.071 0.696 -0.978
P -7.348 1.046 -1.702
N -7.056 0.207 -3.168
C -7.481 0.617 -4.485
C -7.151 -1.242 -3.034
N -7.019 2.750 -1.860
C -6.028 3.195 -2.832
C -6.748 3.367 -0.565
N -9.080 1.313 -2.050
C -9.592 2.566 -2.578
C -9.932 0.883 -0.923
H -8.553 0.443 -4.664
H -6.926 0.054 -5.239
H -7.268 1.664 -4.683
H -8.199 -1.579 -3.023
H -6.679 -1.575 -2.108
H -6.631 -1.741 -3.854
H -5.108 2.600 -2.811
H -5.763 4.238 -2.650
H -6.437 3.179 -3.843
H -5.735 3.157 -0.206
H -7.450 2.999 0.191
H -6.884 4.449 -0.629
H -9.556 3.387 -1.856
H -10.637 2.411 -2.866
H -9.067 2.870 -3.479
H -9.841 1.557 -0.062
H -9.645 -0.121 -0.597
H -10.981 0.839 -1.221
```

The frontier orbital gap is 7.20 eV. The HOMO energy is -8.105 eV. The max |F| comes out at 7.59 eV/A. The value obtained for the LUMO energy is -0.9 eV.

Atom charges from the Mulliken analysis, given in e for atoms 1 to 6: -0.825, -0.205, -0.945, -0.216, -0.193, -0.664

***

> Which value of HOMO does entry 2 give?

-8.105 eV